[1]
Density functional theory data (ωB97M-V with the def2-TZVPD basis set) for C7H10O as an isolated structure at a distorted geometry.

Structure (ORCA input):
```
! wB97M-V def2-TZVPD RIJCOSX def2/J DEFGRID3
* xyz 0 1
C -0.59 1.52 0.49
C 0.20 0.24 0.68
C 0.33 -0.37 1.94
C 0.62 -0.59 -0.46
C 1.88 -0.98 -0.88
C -0.55 -0.86 -1.28
C -0.37 -1.06 -2.60
H -1.21 0.57 2.13
H -1.31 1.42 -0.21
H 0.07 2.27 0.00
H -0.02 0.29 2.88
H 0.76 -1.37 1.92
H 1.68 -1.95 -1.54
H 2.72 -0.84 -0.20
H -1.66 -0.42 -0.68
H 0.57 -0.93 -3.09
H -1.23 -1.49 -3.09
O -1.19 1.89 1.81
*
```

Computed properties:
Kohn-Sham gap, eV: 9.08
Relative energy (zero: lowest compared OMol25 entry of this formula, charge and spin), kcal/mol: 158.05

=====

[2]
Density functional theory data (ωB97M-V with the def2-TZVPD basis set) for C3H4N2O as an isolated structure.

Structure (ORCA input):
```
! wB97M-V def2-TZVPD RIJCOSX def2/J DEFGRID3
* xyz 0 1
O -1.49 -1.21 -0.79
C -0.40 -0.27 -0.51
N 0.30 0.55 -1.21
C 1.17 0.98 -0.21
C 0.89 0.35 0.99
N -0.18 -0.49 0.77
H -2.32 -0.73 -0.95
H 1.93 1.72 -0.43
H 1.37 0.46 1.96
H -1.27 -1.37 0.36
*
```

Computed properties:
Kohn-Sham gap, eV: 8.63
Relative energy (zero: lowest compared OMol25 entry of this formula, charge and spin), kcal/mol: 80.35

=====

[3]
Density functional theory data (ωB97M-V with the def2-TZVPD basis set) for C46H56N4P2PtSSe as an isolated structure.

Structure (ORCA input):
```
! wB97M-V def2-TZVPD RIJCOSX def2/J DEFGRID3
* xyz 2 1
Pt -0.56 -0.30 0.84
C 2.09 -1.01 3.54
C 0.92 -0.12 3.97
P -0.70 -0.19 3.11
C -1.45 1.31 3.78
C -1.83 1.29 5.13
C -2.35 2.43 5.72
C -2.49 3.59 4.97
C -2.11 3.62 3.64
C -1.58 2.48 3.05
C -1.69 -1.57 3.76
C -1.12 -2.81 4.05
C -1.92 -3.86 4.46
C -3.30 -3.69 4.57
C -3.87 -2.46 4.28
C -3.07 -1.40 3.87
C 2.54 -0.79 2.08
P 1.36 -1.55 0.93
C 2.10 -1.62 -0.73
C 1.26 -1.59 -1.84
C 1.78 -1.78 -3.11
C 3.14 -2.00 -3.28
C 3.98 -2.03 -2.18
C 3.46 -1.85 -0.91
C 1.24 -3.29 1.40
C 0.12 -4.02 1.01
C 0.03 -5.38 1.29
C 1.06 -6.01 1.98
C 2.18 -5.29 2.37
C 2.27 -3.94 2.08
H 1.83 -2.06 3.71
H 2.93 -0.80 4.19
H 1.22 0.93 3.88
H 0.68 -0.29 5.02
H -1.73 0.38 5.71
H -2.64 2.41 6.76
H -2.90 4.48 5.44
H -2.21 4.53 3.07
H -1.25 2.53 2.02
H -0.06 -2.97 3.97
H -1.47 -4.81 4.70
H -3.92 -4.51 4.90
H -4.93 -2.31 4.39
H -3.52 -0.44 3.66
H 3.55 -1.18 1.95
H 2.57 0.27 1.82
H 0.20 -1.42 -1.72
H 1.12 -1.77 -3.97
H 3.54 -2.15 -4.28
H 5.04 -2.20 -2.32
H 4.13 -1.90 -0.06
H -0.67 -3.54 0.47
H -0.84 -5.94 0.98
H 0.99 -7.06 2.21
H 2.98 -5.78 2.90
H 3.16 -3.40 2.38
C -3.25 -2.45 0.81
N -4.20 -1.37 0.81
C -5.63 -1.68 0.94
C -6.32 -0.34 0.65
N -5.17 0.57 0.61
C -4.00 -0.08 0.64
S -2.58 0.87 0.42
H -3.28 -2.98 1.77
H -2.25 -2.03 0.69
H -3.47 -3.14 0.00
H -5.83 -2.06 1.95
H -5.90 -2.46 0.22
H -7.01 -0.05 1.44
H -6.85 -0.34 -0.30
H -5.24 1.56 0.46
C -0.48 4.07 -4.67
C -1.69 3.18 -4.42
C -1.66 2.42 -3.09
C -0.87 1.11 -3.10
N 0.58 1.26 -3.11
C 1.35 1.48 -2.03
Se 0.72 1.78 -0.30
N 2.64 1.53 -2.42
C 3.81 1.76 -1.58
C 4.44 3.14 -1.77
C 3.56 4.33 -1.41
C 2.48 4.67 -2.44
C 2.70 1.31 -3.79
C 3.78 1.24 -4.66
C 3.49 0.98 -5.98
C 2.18 0.81 -6.43
C 1.10 0.88 -5.56
C 1.39 1.13 -4.23
H -0.61 4.66 -5.57
H 0.44 3.50 -4.80
H -0.33 4.76 -3.84
H -1.83 2.48 -5.25
H -2.58 3.82 -4.41
H -2.68 2.14 -2.81
H -1.28 3.06 -2.30
H -1.12 0.51 -3.97
H -1.12 0.53 -2.21
H 4.52 0.97 -1.81
H 3.48 1.63 -0.54
H 4.79 3.24 -2.80
H 5.33 3.15 -1.14
H 4.21 5.19 -1.28
H 3.09 4.15 -0.43
H 2.86 4.56 -3.45
H 2.16 5.70 -2.33
H 1.59 4.05 -2.34
H 4.80 1.37 -4.32
H 4.30 0.92 -6.70
H 2.00 0.62 -7.48
H 0.09 0.76 -5.92
*
```

Computed properties:
Kohn-Sham gap, eV: 6.34
Relative energy (zero: lowest compared OMol25 entry of this formula, charge and spin), kcal/mol: 0.00

=====

[4]
Density functional theory data (ωB97M-V with the def2-TZVPD basis set) for C9H12NO2 as an isolated structure at a distorted geometry.

Structure (ORCA input):
```
! wB97M-V def2-TZVPD RIJCOSX def2/J DEFGRID3
* xyz 1 1
C -2.40 1.33 2.86
C -2.85 0.32 1.97
C -1.21 2.00 2.68
C -2.06 -0.22 0.98
C -0.53 1.65 1.51
C -0.93 0.52 0.75
C 0.59 1.74 0.70
C 1.74 -1.81 -3.31
C 1.51 -2.20 -0.86
N 1.28 -1.25 -2.03
O 0.27 0.68 -0.13
O 1.70 2.41 0.56
H -3.07 1.37 3.62
H -3.73 -0.18 2.13
H -0.67 2.69 3.30
H -2.33 -1.09 0.50
H 1.35 -2.72 -3.47
H 1.54 -1.16 -4.25
H 2.83 -1.71 -3.33
H 0.89 -1.99 -0.07
H 2.55 -2.42 -0.99
H 1.67 -0.29 -1.83
H 0.27 -1.02 -2.18
H 1.57 3.33 0.89
*
```

Computed properties:
Kohn-Sham gap (spin up / spin down), eV: 8.65 / 4.36
Relative energy (zero: lowest compared OMol25 entry of this formula, charge and spin), kcal/mol: 150.77

=====

[5]
Density functional theory data (ωB97M-V with the def2-TZVPD basis set) for C21H39N2O2P3W as an isolated structure at a distorted geometry.

Structure (ORCA input):
```
! wB97M-V def2-TZVPD RIJCOSX def2/J DEFGRID3
* xyz 4 3
P 3.73 -0.21 0.34
C 4.10 -0.36 2.07
H 5.17 -0.15 2.25
H 3.88 -1.36 2.48
H 3.49 0.38 2.61
C 3.68 -1.77 -0.51
H 3.38 -1.64 -1.55
H 2.99 -2.47 -0.01
H 4.70 -2.18 -0.46
C 4.76 0.92 -0.59
H 5.80 0.56 -0.59
H 4.73 1.92 -0.13
H 4.42 1.01 -1.63
P -1.00 3.25 -0.81
C -0.92 3.61 0.97
H -1.32 4.61 1.19
H 0.13 3.55 1.28
H -1.51 2.85 1.50
C -0.06 4.63 -1.59
H -0.15 4.54 -2.68
H 0.99 4.53 -1.29
H -0.45 5.61 -1.26
C -2.75 3.61 -1.23
H -2.99 4.69 -1.08
H -3.38 3.00 -0.56
H -2.93 3.33 -2.27
P -2.94 -2.14 0.40
C -3.48 -2.18 2.09
H -4.30 -2.91 2.17
H -3.83 -1.19 2.43
H -2.65 -2.50 2.74
C -4.26 -1.93 -0.79
H -4.97 -2.75 -0.64
H -3.86 -1.98 -1.81
H -4.78 -0.98 -0.66
C -1.94 -3.53 -0.07
H -2.63 -4.33 -0.41
H -1.35 -3.91 0.77
H -1.26 -3.26 -0.89
W -0.11 0.43 -2.01
C 1.76 0.46 -0.21
O 1.53 1.25 0.69
C -1.67 -0.52 -0.18
O -1.94 0.30 0.70
C -1.46 0.27 -3.51
C -0.85 -0.98 -3.24
C 0.57 -1.07 -3.19
C 1.37 0.09 -3.33
C 0.76 1.34 -3.60
C -0.66 1.44 -3.65
H -2.54 0.37 -3.55
H -1.47 -1.85 -3.03
H 1.06 -2.02 -2.98
H 2.45 0.04 -3.21
H 1.35 2.24 -3.71
H -1.12 2.40 -3.81
C -0.22 0.30 3.82
C 0.25 -0.98 3.26
N 0.42 -1.31 1.99
C 0.87 -2.61 1.97
C 0.98 -3.08 3.26
N 0.58 -2.03 4.07
H -1.28 0.23 4.11
H 0.37 0.55 4.71
H -0.10 1.09 3.07
H 1.09 -3.13 1.05
H 1.28 -4.04 3.63
H 0.53 -2.01 5.08
*
```

Computed properties:
Kohn-Sham gap (spin up / spin down), eV: 5.27 / 4.47
Relative energy (zero: lowest compared OMol25 entry of this formula, charge and spin), kcal/mol: 69.33
Expectation value of S²: 2.03